DFT (ωB97M-V with the def2-TZVPD basis set) results for the molecule C6H13N.

SMILES: CCCN1C[C@H]1C
Gap between HOMO and LUMO (eV): 10.2
Total charge: 0

CARTESIAN COORDINATES (ANGSTROEM)
1 C -2.5284 -1.8587 -0.3761
2 C -1.7450 -0.5526 -0.4648
3 C -0.2609 -0.7443 -0.1696
4 N 0.4474 0.5322 -0.2780
5 C 1.7816 0.5212 -0.8544
6 C 1.5805 0.7757 0.5936
7 C 1.6884 2.1485 1.2089
8 H -2.4390 -2.3095 0.6198
9 H -2.1648 -2.5881 -1.1091
10 H -3.5919 -1.6984 -0.5752
11 H -1.8437 -0.1154 -1.4654
12 H -2.1500 0.1878 0.2354
13 H 0.1605 -1.4798 -0.8721
14 H -0.1372 -1.1634 0.8404
15 H 2.0090 1.3384 -1.5389
16 H 2.1970 -0.4467 -1.1424
17 H 1.8655 -0.0498 1.2514
18 H 2.7153 2.3592 1.5272
19 H 1.3813 2.9097 0.4857
20 H 1.0344 2.2339 2.0836

Cartesian forces (eV/Å) of the 2 atoms listed first:
C 0.0 0.0 0.0
C 0.0 0.0 0.0



DFT (ωB97M-V with the def2-TZVPD basis set) results for a structure of composition C3H6BrNO4.

Gap between HOMO and LUMO (alpha / beta) (eV): 6.6 / 7.6
Total charge: 0

CARTESIAN COORDINATES (ANGSTROEM)
1 C -0.2217 0.8664 -1.2948
2 C 0.7422 -0.1779 0.7821
3 C 0.4617 -0.2187 -0.5574
4 N -1.5627 -0.6101 1.2983
5 O -1.6066 -0.0706 2.3908
6 O -2.3598 -0.9818 0.5229
7 O 0.7217 1.0430 1.4392
8 O 0.3086 -1.4695 -1.0025
9 Br 2.9101 0.1576 -1.0433
10 H 0.0074 1.7722 -0.7459
11 H 0.1472 0.8570 -2.2424
12 H -1.2329 0.7200 -1.3808
13 H 1.0853 -1.0625 1.4674
14 H 0.4060 0.6875 2.3232
15 H 0.1936 -1.5126 -1.9568

Cartesian forces (eV/Å) of the 2 atoms listed first:
C 2.0 0.6 2.7
C 0.6 0.5 3.8



DFT (ωB97M-V with the def2-TZVPD basis set) results for a structure of composition C3H7N3.

Gap between HOMO and LUMO (eV): 8.9
Total charge: 0

CARTESIAN COORDINATES (ANGSTROEM)
1 C -1.3532 0.2560 -0.3271
2 C -0.9863 -0.9983 -0.1192
3 C -0.5734 1.1233 0.4352
4 N 0.1743 -1.1131 0.5785
5 N 0.9073 -0.0046 0.6551
6 N 1.8061 0.0117 -0.4609
7 H -2.0408 0.6749 -1.1128
8 H -1.5440 -1.8066 -0.5455
9 H -0.3717 2.0426 0.0826
10 H -0.8155 1.1128 1.4920
11 H 0.7913 -2.0194 0.5031
12 H 2.3294 0.9027 -0.3107
13 H 1.2979 -0.0553 -1.3188

Cartesian forces (eV/Å) of the 2 atoms listed first:
C -2.3 0.8 -2.3
C -0.8 -0.8 -1.3



Let's list relative energy (zero: lowest compared OMol25 entry of this formula, charge and spin) in order: 22.8 44.6 97.8 kcal/mol.